1.
92
Properties=species:S:1:pos:R:3:forces:R:3 method="wB97M-V/def2-TZVPD" homo_lumo_gap_ev=5.367 fmax_ev_per_a=4.09 total_charge=+1
H 3.090239 -1.336567 -2.677132 0.009 0.259 0.128
H 2.578044 -2.944398 -0.297838 -0.107 0.242 -0.363
H -4.094442 1.713203 2.368020 0.097 0.105 -0.208
H -5.484284 2.667169 -0.390859 -0.042 -0.196 -0.021
H 4.058952 0.680379 2.680265 0.069 -0.167 -0.095
H 2.068790 -2.566340 2.561106 0.197 0.238 -0.051
N -1.047188 0.982595 5.003266 -0.196 0.089 -0.055
H 0.362848 4.256006 -1.984960 0.083 -0.130 -0.384
H -2.135725 0.517440 -2.027646 -0.068 -0.309 0.353
C -3.589351 2.332529 1.615107 -0.177 0.079 -0.081
C 3.762196 -1.333571 1.844867 0.032 0.400 -1.061
C 1.981826 -2.025258 -0.348127 -0.953 -1.097 0.323
H 2.134653 -0.946914 3.306780 0.146 -0.012 -0.099
H -1.782409 2.623683 -0.568181 -0.201 -0.035 -0.007
H -3.720780 -0.978793 2.912684 -0.231 0.013 -0.197
H 3.305095 -2.187064 3.769189 -0.124 0.133 -0.136
C -1.413306 -1.469027 -1.643880 -0.160 -0.246 -0.532
H 5.385049 -2.335709 0.737216 -0.269 -0.062 0.260
C 0.934295 2.427068 -5.374224 -0.102 0.014 0.253
C -5.106058 1.640254 -0.269606 -0.286 0.656 -0.013
C -0.573622 -0.279907 4.982959 0.343 -0.147 0.088
C -2.863797 2.638498 -0.761676 -0.108 -0.040 0.034
Sr 0.029162 -0.012706 1.357747 0.308 -1.157 -0.664
N 0.272079 -0.620781 5.974876 -0.365 -0.135 -0.050
O 0.734655 3.428442 3.208767 -0.892 -3.197 -1.462
H 4.713669 1.667833 0.033175 -0.104 -0.088 -0.196
C 4.647331 -0.208174 2.411600 0.035 -0.179 0.092
H -2.554195 2.502044 1.946913 -0.114 -0.057 -0.144
H 1.104896 1.912119 -6.321713 -0.098 0.165 0.329
H 1.377686 -4.077865 -1.892838 -0.272 0.125 -0.152
P -2.850239 0.013702 0.257609 0.735 0.000 0.046
H -5.715860 -2.497804 0.159734 0.047 0.150 -0.173
C 4.615586 -2.549902 1.484668 0.324 -0.134 0.342
N 0.621862 1.462622 -0.542223 0.021 0.997 -3.966
H 0.828023 4.387792 -6.273344 -0.020 -0.153 0.231
C 2.746121 -1.775410 2.914482 0.007 -0.002 -0.149
N -0.351937 -1.382342 -0.825362 0.300 0.300 -0.091
C 0.870678 1.691287 -4.190228 -0.015 0.084 0.218
H -3.034462 2.370887 -1.813117 0.046 0.079 0.290
C -3.987450 -1.409601 0.781974 -0.173 0.548 -0.176
C 0.559540 4.479644 -4.133489 -0.001 -0.293 0.003
H -5.809709 -0.787774 -0.288104 0.168 -0.286 -0.012
C 0.686002 1.697326 -1.697238 -0.521 0.181 3.747
C -4.537083 -1.103242 2.185355 -0.109 -0.144 0.016
H -2.330425 -2.622849 1.574030 -0.137 -0.038 -0.190
H -0.673150 -4.288992 -3.367368 0.122 0.168 0.139
H -3.219269 3.671469 -0.625350 0.089 -0.237 -0.021
H -3.816578 -3.516058 1.186802 0.175 0.204 -0.051
H 5.437367 0.101808 1.713322 -0.249 -0.106 0.152
C 0.566020 -3.351210 -1.872158 -0.522 -0.331 -0.439
H 5.140555 -0.573446 3.323895 -0.026 0.118 -0.130
C -5.130890 -1.642869 -0.210422 -0.306 -0.204 0.189
H 5.137815 -2.872774 2.398406 -0.067 -0.086 -0.173
C 5.259343 -0.806646 -1.188689 0.290 0.179 -0.343
H -5.762709 1.148038 0.460475 0.249 0.074 -0.216
C -0.551034 -3.453894 -2.678634 0.801 -0.242 0.436
H 2.224901 0.192607 -2.463141 0.141 -0.214 0.029
C -2.498577 -0.389653 -1.511369 0.282 -0.156 -0.289
C 0.690898 2.359339 -2.958925 0.090 0.085 -1.342
S -0.954770 -1.379321 3.738337 -0.079 0.251 0.795
C -3.153144 -2.704046 0.850701 0.066 0.102 0.009
H 5.909903 -0.617699 -0.326774 -0.178 -0.060 -0.152
C 0.718504 -2.229840 -1.009232 0.941 0.529 0.809
H -5.200819 1.143460 -1.244498 0.053 0.078 0.273
H 0.959415 0.602934 -4.206572 0.035 0.372 -0.015
C 3.941356 -0.035314 -1.129747 0.191 -0.046 0.774
H -3.416761 -0.690904 -2.037139 0.362 0.047 0.088
C 0.778414 3.816914 -5.346651 0.014 -0.074 0.258
H 0.371590 -0.053807 6.809250 -0.001 -0.133 -0.240
H 0.417830 5.560101 -4.108706 0.072 -0.310 -0.027
H -4.091916 3.309778 1.587290 0.109 -0.157 0.126
C -1.533619 -2.463573 -2.608675 -0.691 0.908 0.366
H -0.906249 1.590230 5.802484 -0.041 -0.168 -0.212
H -2.747452 -2.987510 -0.128545 -0.049 0.067 0.259
H 3.257501 2.037994 -0.905185 0.140 -0.119 0.002
H -2.408558 -2.444684 -3.252083 0.164 -0.207 0.032
H -4.764974 -1.905276 -1.210137 -0.109 0.019 0.243
C -3.652358 1.725876 0.200074 -0.297 -0.662 0.006
H 5.092583 -1.885284 -1.298235 0.000 0.225 0.072
H -5.145064 -1.962070 2.507955 0.126 0.213 -0.002
H -1.759535 1.248914 4.331871 0.181 -0.233 0.310
C 3.214656 -0.268475 -2.459005 -0.012 -0.024 0.013
H 5.813656 -0.479792 -2.082034 -0.046 -0.054 0.148
C 0.455041 2.415325 2.740781 1.036 3.536 1.526
H -5.186348 -0.216675 2.209771 0.172 -0.218 -0.052
P 2.802697 -0.613969 0.310621 -0.480 -0.207 0.356
H 0.558240 -1.591492 6.033826 -0.052 0.320 -0.082
C 0.521610 3.754446 -2.944242 -0.006 0.107 0.123
C 4.192516 1.467033 -0.912931 0.224 -0.072 -0.176
H 3.796540 0.184788 -3.277043 -0.071 -0.045 0.222
H 4.007148 -3.391531 1.137378 0.089 0.158 0.050
H 4.820694 1.845247 -1.730389 -0.054 0.052 0.131


2.
91
Properties=species:S:1:pos:R:3:forces:R:3 method="wB97M-V/def2-TZVPD" homo_lumo_gap_ev=5.771 fmax_ev_per_a=1.27 relative_energy_kcal_mol=3.7
C 2.208950 -1.594750 -2.702382 0.014 -0.071 0.000
H 4.371788 -5.035056 4.530354 -0.016 0.020 -0.016
H 4.969095 -0.107973 -1.235910 -0.014 -0.019 0.011
H -3.445898 2.283935 -0.056701 0.073 -0.032 0.020
C -4.053074 0.133022 -4.486702 0.046 0.005 0.050
N -0.427241 0.710068 -2.583800 -0.204 0.006 -0.098
C 3.039533 2.623968 -1.922183 0.031 -0.060 0.036
H -5.243310 -2.836448 2.271530 0.026 0.047 -0.029
H 1.514771 -1.693191 -1.863250 0.028 -0.016 0.000
H -2.385503 -1.218935 4.145112 -0.047 -0.043 -0.013
B -0.744440 0.370529 -1.194856 0.030 -0.121 -0.136
C -3.438377 -1.654879 2.282014 0.052 0.035 0.147
C 3.206297 -0.442832 -2.493793 0.047 0.105 0.030
C -1.553380 0.586569 -3.389828 0.178 0.046 0.071
H -2.864768 1.274615 4.111110 0.016 0.016 -0.018
H 1.616627 -1.466734 -3.609954 -0.014 0.011 0.045
H -3.651012 -2.449867 4.287698 -0.012 0.063 -0.022
C 2.520406 -1.959005 3.089916 0.014 0.000 0.015
H -0.918449 1.121019 -5.377083 -0.017 -0.008 0.018
H -4.093300 -0.744420 4.160901 0.048 -0.002 -0.012
C -3.266467 1.444862 1.960806 0.083 -0.059 0.222
H 1.000622 0.071714 4.291267 0.013 0.031 -0.007
H 2.317898 1.004777 3.569183 -0.023 -0.017 0.009
H 2.576889 3.095364 -4.006344 0.068 0.020 0.021
N -2.157711 0.040499 -1.261197 -0.083 0.092 -0.077
Cu 0.907041 0.251286 -0.060063 -0.737 0.659 -0.805
H 3.800602 4.127521 -3.265771 -0.029 -0.050 -0.003
H 3.296808 0.307904 -4.546546 0.037 -0.034 0.012
H -5.552943 -1.110558 2.139595 -0.071 0.122 0.037
H -4.692523 -0.414059 -2.497243 0.009 0.013 -0.023
H 4.057596 2.105981 -0.061939 0.010 0.030 -0.016
C 2.724137 -3.092264 2.301209 -0.033 0.015 -0.076
C -3.003562 0.558435 -5.289875 0.038 0.001 0.064
H -4.023520 0.106043 -0.346821 -0.101 -0.010 0.041
C 4.210359 -0.870417 -1.415098 -0.032 -0.035 -0.003
H 1.162505 3.762691 -1.974353 0.014 -0.030 0.032
H -4.949951 -2.005793 0.742980 -0.037 -0.012 0.107
H 2.352215 -3.089978 1.283918 0.027 -0.015 0.028
O 1.607926 -0.754486 1.305870 0.665 -0.868 0.424
H 1.115818 0.586576 -3.999873 0.025 -0.007 -0.040
C -4.878837 -1.901504 1.828678 0.061 -0.078 -0.033
C 3.852635 -4.174639 4.126532 -0.025 0.006 -0.045
C -2.620008 0.166340 -2.571026 -0.025 -0.074 0.170
H -2.924819 2.937209 3.506457 -0.004 -0.075 -0.024
H 3.530828 -5.070953 2.199825 -0.001 0.006 0.012
C 3.943664 -0.162639 -3.802018 -0.011 -0.069 -0.042
H 1.649989 3.257116 -0.355350 0.027 0.025 -0.007
H 4.722219 -1.785689 -1.732321 -0.014 0.062 -0.011
C 2.987108 -1.950043 4.401649 -0.013 0.060 0.075
H 3.703048 -1.077622 -0.469891 0.004 0.000 -0.010
H 0.790814 2.203295 -3.415112 -0.024 0.035 -0.004
C 2.023472 3.608075 -1.320822 0.007 0.068 0.039
C -1.736176 0.790285 -4.746902 -0.034 0.007 -0.009
H -1.538755 -2.729911 2.132474 -0.061 -0.031 0.007
C -4.782848 1.493095 2.117746 -0.018 0.029 -0.047
C -3.871663 -0.070373 -3.115125 0.000 0.011 -0.046
H -5.116664 0.955660 3.005929 -0.022 -0.038 -0.009
C -2.845731 2.413522 0.847219 0.040 0.069 -0.032
H 5.105196 2.058638 -1.490756 -0.031 -0.003 0.022
H -1.794710 2.285420 0.573162 -0.043 0.016 0.015
H -5.103562 2.536263 2.225891 0.007 -0.058 -0.006
H 2.837576 -1.077354 5.026156 0.017 -0.040 -0.023
H 4.217150 2.488183 -3.757994 0.009 0.011 -0.006
H -3.166511 0.709919 -6.350233 0.013 -0.003 0.036
C 1.439885 0.390718 3.345668 0.030 0.058 0.193
C 3.429023 3.097644 -3.322875 -0.021 0.104 0.009
H -1.515725 1.916860 3.165339 -0.043 0.026 0.013
H -2.986258 3.442728 1.196563 -0.036 -0.049 -0.019
C 4.276381 2.589562 -1.018040 0.026 0.030 -0.022
C 3.654670 -3.051690 4.915931 0.002 0.017 0.019
C -3.071705 -0.421242 -0.232334 0.169 0.096 -0.090
H 4.811835 0.478099 -3.643979 -0.010 0.002 -0.006
H 0.719261 0.990419 2.790266 0.022 -0.047 -0.017
P -2.476853 -0.217088 1.526772 -0.014 0.009 -0.345
H 4.611480 3.610933 -0.811263 0.006 -0.040 -0.037
H 4.020808 -3.032407 5.934069 -0.007 0.001 -0.006
C 0.843512 1.155931 -3.106220 -0.018 -0.036 0.087
H -5.295583 1.079966 1.245836 -0.003 0.024 0.033
H -2.681710 -3.137972 0.848494 0.023 0.030 0.011
H 2.765065 -2.533545 -2.795407 -0.023 0.047 -0.038
C -2.604092 1.916564 3.266735 -0.047 -0.028 -0.038
H 4.305623 -1.105511 -4.227276 -0.006 0.038 0.029
H 2.507351 4.578639 -1.170126 -0.030 -0.032 -0.031
C -3.388285 -1.500502 3.807606 -0.048 -0.006 -0.009
C 3.382275 -4.194795 2.817540 -0.013 0.033 0.011
P 2.175971 0.968983 -1.807906 0.008 -0.010 -0.334
H -5.025933 -0.047265 -4.928499 0.032 0.004 0.027
H -2.943459 -3.755803 2.481748 -0.012 0.051 -0.057
C 1.840031 -0.778389 2.501270 -0.075 0.008 0.508
H -3.291602 -1.480787 -0.384133 0.030 -0.047 -0.017
C -2.597841 -2.888078 1.908154 0.073 -0.045 0.058


Number 1: LUMO -2.77 eV. Number 2: LUMO -0.18 eV.